{
  "formula": "C7H18N2",
  "method": "ωB97M-V with the def2-TZVPD basis set",
  "homo_energy_ev": -7.70,
  "smiles": "CN(N)C(C)(C)C.C=C",
  "multiplicity": 1,
  "e_above_lowest_kcal_mol": 56.20,
  "energy_ev": -10529.173,
  "gap_ev": 8.60,
  "elements": ["N", "N", "C", "C", "C", "C", "C", "C", "C", "H", "H", "H", "H", "H", "H", "H", "H", "H", "H", "H", "H", "H", "H", "H", "H", "H", "H"],
  "xyz": [[0.607, -0.298, -1.958], [-0.255, -0.234, -0.789], [1.665, -0.602, 0.745], [-0.664, 3.090, 0.397], [0.248, -1.076, 0.338], [-1.628, -0.521, -1.224], [0.491, 3.701, 0.128], [0.296, -2.582, 0.016], [-0.648, -0.875, 1.585], [2.422, -0.878, 0.004], [-1.721, -1.489, -1.728], [0.693, -3.146, 0.869], [-1.517, 3.626, 0.797], [-1.638, -1.328, 1.463], [1.553, 0.016, -1.729], [-0.786, 0.188, 1.812], [-0.780, 2.028, 0.220], [-0.200, -1.338, 2.472], [0.614, 4.764, 0.302], [1.977, -1.051, 1.696], [0.295, 0.383, -2.657], [-0.699, -2.984, -0.200], [1.697, 0.487, 0.875], [-2.341, -0.485, -0.396], [-1.959, 0.256, -1.924], [0.943, -2.796, -0.841], [1.334, 3.145, -0.271]],
  "atomic_forces_ev_per_a": [[0.4, -0.5, -0.5], [-0.3, 0.7, 0.6], [0.0, 0.1, -0.3], [0.5, 0.2, -0.1], [0.3, -0.3, 0.3], [0.3, 0.1, -0.1], [-0.6, -0.2, 0.2], [0.1, -0.1, -0.1], [-0.2, 0.2, -0.2], [-0.1, 0.0, 0.0], [0.0, -0.1, -0.1], [-0.1, 0.2, -0.1], [0.1, 0.1, 0.0], [0.1, 0.1, 0.0], [-0.5, 0.0, 0.4], [0.1, -0.1, -0.1], [0.0, 0.0, -0.1], [0.1, 0.0, -0.3], [0.1, -0.1, 0.0], [-0.2, 0.0, -0.2], [-0.3, -0.2, 0.6], [0.1, 0.1, 0.0], [-0.1, -0.1, 0.0], [0.4, 0.0, 0.0], [0.2, -0.1, 0.0], [-0.1, 0.1, 0.1], [-0.1, 0.1, 0.0]]
}